Entry 1:
Here is a molecular structure, H20O10Xe from OMol25. Energies are from ωB97M-V/def2-TZVPD.

```
31
H20O10Xe ωB97M-V/def2-TZVPD
Xe 9.93 -18.23 -14.52
O 8.08 -14.64 -15.23
H 7.48 -15.27 -14.83
H 7.86 -13.80 -14.83
O 7.22 -20.61 -16.54
H 7.63 -19.88 -17.01
H 7.72 -21.38 -16.80
O 6.28 -19.88 -13.96
H 5.38 -20.20 -13.97
H 6.68 -20.24 -14.75
O 6.34 -16.98 -14.55
H 6.18 -17.89 -14.27
H 6.52 -17.04 -15.49
O 12.24 -15.04 -13.86
H 11.92 -14.85 -14.74
H 11.51 -14.82 -13.28
O 9.46 -22.46 -13.90
H 10.08 -21.83 -13.53
H 9.76 -22.58 -14.80
O 12.89 -17.27 -12.41
H 12.53 -16.64 -13.03
H 13.24 -16.74 -11.70
O 11.55 -21.10 -12.65
H 11.52 -21.45 -11.76
H 12.01 -20.26 -12.57
O 10.71 -14.74 -16.06
H 9.81 -14.92 -15.79
H 10.75 -13.79 -16.18
O 12.95 -18.80 -16.70
H 12.95 -17.96 -16.23
H 13.65 -19.30 -16.30
```

relative energy (zero: lowest compared OMol25 entry of this formula, charge and spin) = 0.314 eV
LUMO = 0.22 eV
Kohn-Sham gap = 0.40201 hartree
HOMO energy = -10.723 eV



Entry 2:
Here is 3 unconnected molecules or ions with the total composition C33H66N3O10S2 from OMol25. Energies are from ωB97M-V/def2-TZVPD.

```
114
C33H66N3O10S2 ωB97M-V/def2-TZVPD
C 2.70 5.15 1.01
C 2.07 4.12 -0.05
C 1.42 2.93 0.78
C 0.19 2.23 0.02
C 0.20 0.73 0.42
N -0.53 0.10 1.37
C -1.58 0.63 2.28
C -2.63 1.60 1.60
C -4.12 1.38 2.07
C -4.83 2.82 2.01
C -4.87 0.41 1.04
C -6.46 0.51 1.17
C -7.16 1.18 -0.08
C -8.03 0.47 -0.93
C -9.58 0.70 -1.00
C -7.44 -0.64 -1.90
C -0.10 -1.26 1.36
C 0.90 -1.37 0.33
C 1.67 -2.67 -0.03
C 0.86 -3.95 0.51
N -0.45 -3.94 -0.16
C -1.50 -4.66 0.60
C -1.22 -6.19 0.88
C -0.37 -4.36 -1.55
C -0.76 -3.26 -2.62
O 0.00 -5.46 -1.91
N 1.08 -0.10 -0.28
C 1.95 0.36 -1.39
O 2.96 -0.55 -1.76
C 4.14 -0.43 -0.96
O 5.24 -0.32 -1.86
C 6.30 0.50 -1.30
C 7.02 -0.29 -0.14
O 6.44 -0.06 1.17
H 3.72 5.48 0.69
H 2.02 6.03 1.10
H 2.83 4.65 2.01
H 2.92 3.66 -0.63
H 1.37 4.61 -0.77
H 1.12 3.21 1.82
H 2.22 2.14 0.88
H -0.73 2.79 0.32
H 0.29 2.38 -1.10
H -2.13 -0.27 2.68
H -1.06 1.13 3.14
H -2.31 2.65 1.86
H -2.56 1.52 0.48
H -4.23 0.97 3.11
H -5.13 3.05 0.94
H -4.12 3.63 2.35
H -5.72 2.79 2.69
H -4.61 0.65 -0.03
H -4.55 -0.65 1.25
H -6.86 -0.55 1.19
H -6.80 0.96 2.14
H -6.95 2.28 -0.24
H -10.06 -0.32 -1.04
H -9.80 1.28 -1.95
H -9.91 1.28 -0.11
H -7.60 -0.30 -2.96
H -6.34 -0.76 -1.75
H -7.95 -1.64 -1.74
H -0.52 -2.02 2.05
H 2.69 -2.68 0.46
H 1.84 -2.77 -1.14
H 0.75 -3.85 1.63
H 1.49 -4.85 0.31
H -1.64 -4.11 1.58
H -2.46 -4.57 0.01
H -0.21 -6.55 0.55
H -1.23 -6.32 2.01
H -2.07 -6.82 0.49
H -1.89 -3.19 -2.68
H -0.29 -3.47 -3.62
H -0.41 -2.28 -2.19
H 2.41 1.36 -1.13
H 1.29 0.52 -2.29
H 4.30 -1.36 -0.35
H 4.14 0.48 -0.29
H 7.05 0.63 -2.13
H 5.92 1.51 -0.99
H 8.08 0.10 -0.10
H 7.01 -1.38 -0.42
H 5.92 -0.86 1.35
O 4.01 -5.21 -6.15
S 3.50 -6.46 -6.64
O 2.31 -6.53 -7.43
O 3.36 -7.48 -5.40
C 2.58 -7.07 -4.27
C 1.09 -7.14 -4.56
C 4.79 -7.32 -7.49
H 2.87 -6.07 -3.95
H 2.81 -7.76 -3.46
H 0.80 -6.41 -5.32
H 0.51 -6.93 -3.66
H 0.81 -8.12 -4.94
H 5.69 -7.31 -6.87
H 4.97 -6.80 -8.43
H 4.46 -8.34 -7.68
O 2.02 6.24 3.87
S 1.35 7.50 3.99
O 1.90 8.70 3.43
O 0.99 7.76 5.53
C 2.05 7.72 6.50
C 2.91 8.97 6.44
C -0.31 7.33 3.40
H 2.65 6.82 6.37
H 1.58 7.66 7.48
H 3.46 9.03 5.49
H 3.64 8.97 7.25
H 2.30 9.87 6.51
H -0.75 6.44 3.85
H -0.27 7.23 2.32
H -0.87 8.22 3.67
```

net charge = +1
LUMO = -2.25 eV
Kohn-Sham gap = 0.24974 hartree
HOMO energy = -9.041 eV



Entry 3:
Here is a single CH2N4S molecule from OMol25. Energies are from ωB97M-V/def2-TZVPD.

```
8
CH2N4S ωB97M-V/def2-TZVPD
C 0.22 -0.25 0.10
H -2.05 1.75 0.03
H -1.75 -0.79 0.29
N 0.82 0.97 -0.35
N -0.14 1.78 -0.46
N -1.29 1.20 -0.29
N -0.99 -0.03 0.32
S 0.86 -1.68 0.29
```

structure (SMILES) = S=c1nn[nH][nH]1
relative energy (zero: lowest compared OMol25 entry of this formula, charge and spin) = 1.832 eV
LUMO = 0.13 eV
Kohn-Sham gap = 0.31965 hartree
HOMO energy = -8.572 eV



Entry 4:
Here is a molecular structure, C52H34I4N8STc from OMol25. Energies are from ωB97M-V/def2-TZVPD.

```
100
C52H34I4N8STc ωB97M-V/def2-TZVPD
Tc -0.06 0.13 0.43
I 9.91 0.78 1.91
C 7.78 0.72 1.61
C 7.13 -0.49 1.52
C 5.71 -0.52 1.35
C 4.94 0.67 1.47
C 5.68 1.86 1.44
C 7.06 1.90 1.56
C 3.50 0.61 1.29
C 2.99 1.33 0.16
C 3.77 2.08 -0.85
C 2.92 2.22 -1.86
C 1.77 1.50 -1.61
C 0.56 1.21 -2.49
C 0.87 1.01 -4.03
C -0.24 1.25 -4.92
C -0.23 2.02 -6.03
C 0.95 2.75 -6.33
I 0.71 4.49 -7.49
C 2.18 2.47 -5.66
C 2.14 1.59 -4.63
C -1.24 -0.74 -2.19
N -1.59 -0.51 -0.87
C -3.03 -0.47 -0.87
C -3.74 -0.20 0.34
C -5.20 0.05 0.39
C -5.94 -0.50 1.51
C -7.27 -0.13 1.65
C -7.86 0.80 0.84
I -9.83 1.62 1.30
C -7.20 1.20 -0.30
C -5.89 0.87 -0.52
C -2.95 -0.29 1.52
C -3.37 -0.09 2.83
C -2.48 -0.77 3.67
C -1.41 -1.22 2.87
N -1.61 -0.83 1.53
C -0.25 -2.09 3.12
C 1.01 -1.57 2.85
C 2.23 -1.93 3.53
C 3.25 -1.18 3.01
C 2.67 -0.29 2.03
N 1.31 -0.62 1.89
C -0.45 -3.49 3.69
C -1.56 -3.75 4.49
C -1.64 -4.94 5.20
C -0.73 -5.98 4.96
I -0.54 -7.68 6.19
C 0.23 -5.82 3.95
C 0.45 -4.54 3.43
C -3.47 -0.81 -2.22
C -2.32 -0.91 -3.00
N 1.71 1.16 -0.34
H 7.70 -1.42 1.51
H 5.24 -1.50 1.21
H 5.15 2.83 1.37
H 7.50 2.93 1.51
H 4.77 2.45 -0.75
H 3.11 2.82 -2.74
H -1.25 0.82 -4.67
H -1.18 2.21 -6.56
H 3.05 2.97 -6.04
H 3.09 1.25 -4.28
H -5.39 -1.10 2.24
H -7.94 -0.63 2.34
H -7.80 1.80 -0.92
H -5.43 1.29 -1.42
H -4.17 0.51 3.11
H -2.44 -0.87 4.73
H 2.31 -2.70 4.30
H 4.20 -1.19 3.40
H -2.46 -3.08 4.60
H -2.45 -5.15 5.97
H 0.80 -6.66 3.69
H 1.20 -4.43 2.60
H -4.44 -1.08 -2.57
H -2.30 -1.08 -4.08
C -1.17 3.16 -2.73
C -0.54 2.04 -1.94
N -0.74 1.90 -0.64
N -1.67 2.64 0.04
C -1.43 2.72 1.36
N -2.20 3.61 2.00
S -0.24 1.81 2.14
C 0.19 -0.47 -2.39
C 0.87 -0.65 -3.79
C 2.11 -1.47 -3.77
C 2.57 -1.97 -2.57
C 1.89 -1.78 -1.38
N 0.89 -0.93 -1.21
H -1.64 3.99 -2.10
H -1.93 2.84 -3.46
H -0.34 3.62 -3.28
H -2.10 3.39 -0.49
H -3.02 3.94 1.54
H -2.12 3.83 2.99
H 0.11 -0.97 -4.51
H 2.63 -1.42 -4.73
H 3.53 -2.45 -2.52
H 2.22 -2.24 -0.44
```

net charge = +2
LUMO (spin up / spin down) = -6.34 / -6.91 eV
multiplicity = 4
Kohn-Sham gap (spin up / spin down) = 0.18053 / 0.19416 hartree
HOMO energy (spin up / spin down) = -11.252 / -12.196 eV